This record from OMol25 describes a single C4H8NO3 molecule at a distorted geometry. The level of theory is ωB97M-V with the def2-TZVPD basis set.

Each line ends with the Löwdin charge.
Cartesian coordinates (Å):
1 C 0.96605 0.75757 -0.00510  -0.135
2 C -0.20797 0.88485 -1.06620  -0.137
3 C -0.83025 -0.50179 -1.12423  -0.315
4 O 0.01386 -1.54744 -1.46061  -0.043
5 N 0.27221 0.56165 1.28764  0.078
6 C 0.09926 -0.67746 1.84046  -0.664
7 O 0.87176 -1.55365 1.45311  0.099
8 O -0.89527 -0.87092 2.69092  0.205
9 H 1.78666 0.06766 -0.19236  0.118
10 H 1.36674 1.80100 -0.01404  0.124
11 H -0.97309 1.45830 -0.52058  0.111
12 H 0.05010 1.34552 -2.02139  0.113
13 H -1.62564 -0.46857 -1.84984  0.107
14 H -1.41638 -0.71666 -0.15120  0.137
15 H 0.04366 1.35875 1.83077  0.136
16 H 0.47829 -1.89881 -0.69732  0.065

**Spin multiplicity**: 2
**LUMO energy (alpha / beta)**: 0.67 / -3.39 eV

This record from OMol25 describes 3 unconnected molecules or ions with the total composition H6O3 at a distorted geometry. The level of theory is ωB97M-V with the def2-TZVPD basis set.

Each line ends with the Löwdin charge.
Cartesian coordinates (Å):
1 O -1.15394 1.29890 0.89731  -0.016
2 H -1.34215 1.58901 0.01743  0.050
3 H -0.75673 2.09070 1.22305  0.047
4 O 1.75205 -0.05663 -1.11495  -0.055
5 H 2.01186 -0.66182 -1.73608  -0.030
6 H 1.06432 -0.56447 -0.63018  -0.015
7 O -0.20590 -1.25456 0.27667  -0.051
8 H -0.80957 -1.97125 0.31111  0.038
9 H -0.55993 -0.46988 0.75564  0.032

**LUMO energy**: 0.69 eV

This record from OMol25 describes a single C4H12N2O molecule at a distorted geometry. The level of theory is ωB97M-V with the def2-TZVPD basis set.

Each line ends with the Löwdin charge.
Cartesian coordinates (Å):
1 C -0.51995 0.70683 -0.32675  -0.230
2 N -1.02816 -0.60479 0.06090  -0.059
3 C -2.31165 -0.69822 0.74045  -0.255
4 O -2.37077 -1.44961 2.03555  -0.111
5 C 0.57707 0.48726 -1.42949  -0.216
6 N 1.73220 -0.31346 -0.98431  -0.133
7 C 2.60588 0.19968 0.13076  -0.128
8 H -1.27507 1.37318 -0.58978  0.081
9 H -0.13568 1.28315 0.53725  0.110
10 H -0.30102 -0.89453 0.71332  0.107
11 H -2.93128 -1.27507 0.04275  0.104
12 H -2.76986 0.32378 0.82836  0.119
13 H -3.16765 -1.17483 2.59243  0.106
14 H 0.90994 1.48861 -1.64556  0.089
15 H 0.14099 0.03385 -2.32282  0.113
16 H 2.36565 -0.51555 -1.78549  0.107
17 H 2.03304 0.42828 1.02599  0.054
18 H 3.35395 -0.56642 0.40751  0.079
19 H 3.09237 1.16787 -0.03105  0.064

**LUMO energy**: 0.96 eV

This record from OMol25 describes a single C4H8O3 molecule at a distorted geometry. The level of theory is ωB97M-V with the def2-TZVPD basis set.

Each line ends with the Löwdin charge.
Cartesian coordinates (Å):
1 C -0.47242 1.19483 -0.08901  -0.038
2 C 1.06312 -0.84215 1.96514  -0.132
3 C 0.05062 -0.14242 -0.25277  -0.235
4 C -0.22940 -1.29987 -0.79240  0.099
5 O -1.39027 1.18711 -1.41155  -0.216
6 O 0.98876 0.15256 0.97377  -0.176
7 O -0.59002 1.34494 -2.59358  -0.060
8 H -0.98744 2.12122 -3.01197  0.092
9 H 0.24768 1.99629 -0.25277  0.135
10 H -1.23539 1.31446 0.67835  0.142
11 H 0.34662 -0.72048 2.78485  0.086
12 H 0.89916 -1.85881 1.58402  0.071
13 H 2.05693 -0.88523 2.41364  0.083
14 H 0.28308 -2.19706 -0.48717  0.070
15 H -1.03103 -1.36539 -1.50854  0.082

**LUMO energy**: 0.90 eV

This record from OMol25 describes a molecular structure, C38H50N7OZn. The level of theory is ωB97M-V with the def2-TZVPD basis set.

Each line ends with the Löwdin charge.
Cartesian coordinates (Å):
1 Zn -0.29477 -1.00522 -0.06464  0.712
2 N 1.58176 -0.60718 -0.90775  0.077
3 C 1.60293 -0.91557 -2.32840  -0.220
4 C 2.27414 -0.02895 -3.16182  -0.027
5 C 2.30683 -0.21718 -4.53253  -0.072
6 C 1.65405 -1.31714 -5.06980  -0.070
7 C 0.99294 -2.20058 -4.23375  -0.032
8 C 0.94934 -2.04240 -2.84248  -0.121
9 C 0.18706 -3.07031 -2.05144  -0.208
10 C 0.24443 -4.39605 -2.48909  -0.048
11 C -0.57253 -5.37045 -1.93378  -0.076
12 C -1.47131 -5.02177 -0.93562  -0.097
13 C -1.48674 -3.71303 -0.46679  -0.163
14 C -0.65999 -2.71279 -0.98164  -0.177
15 H 1.77919 0.38504 -0.78802  0.071
16 H 2.33078 -1.07734 -0.41073  0.095
17 H 2.77275 0.82575 -2.71437  0.093
18 H 2.82969 0.48520 -5.16896  0.107
19 H 1.65038 -1.48662 -6.13918  0.109
20 H 0.46334 -3.03399 -4.67627  0.114
21 H 0.93611 -4.67948 -3.27322  0.112
22 H -0.51458 -6.39130 -2.29080  0.106
23 H -2.13837 -5.76767 -0.51784  0.104
24 H -2.17931 -3.46586 0.33838  0.084
25 C 1.70105 -3.08234 1.97334  -0.020
26 N 0.34675 -3.29677 2.46875  -0.105
27 C -0.09148 -4.68859 2.49465  -0.032
28 C -0.48708 -2.26201 2.63176  -0.356
29 N -0.13689 -1.10552 2.05406  0.100
30 C -0.44319 0.12439 2.60333  -0.318
31 C -0.99707 0.53213 3.75997  -0.019
32 C -1.42618 1.89036 3.98236  -0.075
33 C -1.85721 2.75246 3.02673  -0.091
34 C -1.94586 2.43645 1.61994  -0.017
35 C -1.12786 1.54005 1.04051  -0.310
36 N -1.26006 0.80536 -0.13795  0.090
37 C -1.92614 1.26155 -1.19851  -0.367
38 N -1.79106 2.52659 -1.64133  -0.117
39 C -2.87849 3.24754 -2.29126  -0.031
40 C -0.61128 3.32275 -1.33444  -0.016
41 N -2.70098 0.41736 -1.90118  -0.126
42 C -3.45428 -0.65815 -1.26478  -0.027
43 C -2.80496 0.47077 -3.35292  -0.029
44 N -1.61844 -2.43093 3.35973  -0.136
45 C -2.85904 -1.76734 2.99653  -0.031
46 C -1.68412 -3.27619 4.54484  -0.034
47 H 2.35487 -3.82690 2.42574  0.101
48 H 2.04185 -2.08712 2.24441  0.078
49 H 1.73351 -3.20589 0.88604  0.087
50 H 0.26893 -5.21594 3.37801  0.099
51 H 0.29655 -5.18269 1.60328  0.096
52 H -1.17353 -4.74061 2.44647  0.085
53 H -1.16976 -0.20485 4.53423  0.115
54 H -1.52318 2.20123 5.01655  0.110
55 H -2.28011 3.69632 3.35212  0.106
56 H -2.75730 2.85902 1.03611  0.121
57 H -3.80236 2.67980 -2.22413  0.093
58 H -2.65926 3.45423 -3.34025  0.097
59 H -3.02374 4.19907 -1.77664  0.099
60 H 0.21809 2.68021 -1.05079  0.087
61 H -0.79860 4.01142 -0.50811  0.087
62 H -0.34004 3.89470 -2.22192  0.105
63 H -3.32034 -0.61521 -0.18755  0.076
64 H -3.10939 -1.62688 -1.62604  0.076
65 H -4.51515 -0.54179 -1.49785  0.100
66 H -2.03865 1.12565 -3.75974  0.096
67 H -3.78831 0.81256 -3.68220  0.095
68 H -2.63904 -0.53458 -3.74200  0.099
69 H -2.70396 -1.11704 2.13929  0.077
70 H -3.23162 -1.15693 3.82172  0.096
71 H -3.61370 -2.51861 2.74853  0.101
72 H -0.68466 -3.57081 4.84973  0.096
73 H -2.28972 -4.17050 4.38402  0.095
74 H -2.13341 -2.69969 5.35540  0.097
75 C 4.17678 3.85469 -2.36348  -0.034
76 C 3.48470 3.46359 -1.08626  -0.252
77 C 2.62864 4.34263 -0.43466  -0.015
78 C 1.96918 3.98709 0.74019  -0.217
79 C 1.07306 5.00239 1.40089  -0.041
80 C 2.18216 2.70850 1.29862  -0.240
81 C 1.58642 2.25671 2.55102  0.199
82 O 0.00681 1.13070 1.74235  -0.108
83 C 3.10822 1.84059 0.67601  -0.236
84 C 3.47029 0.53094 1.32738  -0.060
85 C 3.71819 2.21268 -0.51374  -0.033
86 H 3.90924 4.86540 -2.66846  0.079
87 H 3.91368 3.17329 -3.17578  0.074
88 H 5.26111 3.81179 -2.24557  0.091
89 H 2.47375 5.33222 -0.85312  0.119
90 H 0.90881 5.85181 0.73798  0.080
91 H 1.51949 5.38523 2.32101  0.097
92 H 0.10697 4.57347 1.66973  0.059
93 H 0.86060 2.99093 2.91698  0.017
94 H 4.01069 0.71075 2.25850  0.098
95 H 4.11909 -0.06006 0.67513  0.082
96 H 2.58170 -0.03519 1.61064  0.041
97 H 4.42820 1.53664 -0.98342  0.123

**LUMO energy**: -2.09 eV
**Charge**: +1

This record from OMol25 describes a molecular structure, C12H18BrClNOReS3. The level of theory is ωB97M-V with the def2-TZVPD basis set.

Each line ends with the Löwdin charge.
Cartesian coordinates (Å):
1 Re 0.30240 -0.52501 0.83143  0.606
2 C 0.16504 -2.25821 -2.14685  -0.426
3 C 0.63537 -3.38434 -1.24994  -0.405
4 S 0.28984 -2.97270 0.48929  0.911
5 C 1.81222 -3.42327 1.37524  -0.421
6 C 3.01076 -2.58641 0.98127  -0.394
7 S 2.66363 -0.78183 1.02786  0.893
8 C 3.33454 -0.24953 -0.57772  -0.421
9 C 2.55830 -0.78834 -1.76469  -0.384
10 S 0.73418 -0.63288 -1.58470  0.907
11 H -0.92354 -2.18132 -2.17755  0.104
12 H 0.50374 -2.39422 -3.17595  0.124
13 H 1.70055 -3.58446 -1.35055  0.089
14 H 0.09936 -4.30989 -1.46271  0.118
15 H 1.99732 -4.48570 1.20277  0.123
16 H 1.54686 -3.31605 2.42664  0.077
17 H 3.34579 -2.81608 -0.02910  0.087
18 H 3.84782 -2.77530 1.65412  0.116
19 H 4.37527 -0.57806 -0.61430  0.121
20 H 3.36091 0.83943 -0.54097  0.094
21 H 2.78709 -1.83664 -1.94552  0.085
22 H 2.81836 -0.23655 -2.66878  0.117
23 O -2.73691 -1.91861 6.00314  0.199
24 C -1.94706 -1.68302 4.99289  -0.247
25 C -0.53926 -1.72816 5.04585  0.071
26 C 0.18604 -1.45016 3.92016  -0.082
27 N -0.40122 -1.14103 2.73477  -0.246
28 C -1.75121 -1.09875 2.73457  -0.624
29 Br -2.31640 -0.55299 0.97415  0.982
30 C -2.58212 -1.34932 3.77066  0.051
31 H -2.27871 -2.13243 6.83108  0.169
32 H -0.02664 -1.96676 5.96878  0.150
33 H 1.26800 -1.44641 3.93928  0.133
34 H -3.66023 -1.29315 3.70149  0.158
35 Cl 0.34710 1.74188 1.83738  0.729
36 C 0.45190 1.48504 0.08191  -0.648
37 H 1.38517 1.89199 -0.29334  0.036
38 H -0.42156 1.89001 -0.42086  0.048

**Spin multiplicity**: 2
**LUMO energy (alpha / beta)**: -10.79 / -12.12 eV
**Charge**: +3

What did the fourth record say?
This record from OMol25 describes a single C4H8O3 molecule at a distorted geometry. The level of theory is ωB97M-V with the def2-TZVPD basis set.

Each line ends with the Löwdin charge.
Cartesian coordinates (Å):
1 C -0.47242 1.19483 -0.08901  -0.038
2 C 1.06312 -0.84215 1.96514  -0.132
3 C 0.05062 -0.14242 -0.25277  -0.235
4 C -0.22940 -1.29987 -0.79240  0.099
5 O -1.39027 1.18711 -1.41155  -0.216
6 O 0.98876 0.15256 0.97377  -0.176
7 O -0.59002 1.34494 -2.59358  -0.060
8 H -0.98744 2.12122 -3.01197  0.092
9 H 0.24768 1.99629 -0.25277  0.135
10 H -1.23539 1.31446 0.67835  0.142
11 H 0.34662 -0.72048 2.78485  0.086
12 H 0.89916 -1.85881 1.58402  0.071
13 H 2.05693 -0.88523 2.41364  0.083
14 H 0.28308 -2.19706 -0.48717  0.070
15 H -1.03103 -1.36539 -1.50854  0.082

**LUMO energy**: 0.90 eV